Formula: C33H30BeF10N3OSi
Source: the OMol25 dataset
Level of theory: the ωB97M-V functional and the def2-TZVPD basis

The geometry in XYZ format:
```
79
C33H30BeF10N3OSi, DFT the ωB97M-V functional and the def2-TZVPD basis
Be 0.07 -1.52 0.40
C -0.42 -4.10 1.44
N -0.30 -2.69 1.79
C 0.85 -2.42 2.63
C 2.08 -2.61 1.74
N 1.72 -2.13 0.40
C 2.56 -2.38 -0.63
C 2.54 -1.51 -1.75
F 1.77 -0.42 -1.69
C 3.29 -1.70 -2.89
F 3.20 -0.82 -3.90
C 4.17 -2.76 -2.99
F 4.91 -2.96 -4.10
C 4.26 -3.62 -1.91
F 5.10 -4.66 -1.97
C 3.50 -3.43 -0.77
F 3.67 -4.38 0.18
C -1.57 -2.14 2.21
C -2.42 -1.92 0.95
N -1.55 -1.93 -0.23
C -2.10 -1.66 -1.42
C -1.31 -1.91 -2.58
F -0.09 -2.44 -2.40
C -1.73 -1.65 -3.87
F -0.91 -1.91 -4.90
C -2.99 -1.14 -4.11
F -3.39 -0.84 -5.36
C -3.82 -0.94 -3.03
F -5.06 -0.47 -3.23
C -3.40 -1.21 -1.74
F -4.35 -1.01 -0.78
H -0.57 -4.72 2.34
H -1.25 -4.23 0.76
H 0.49 -4.43 0.93
H 0.79 -1.38 2.96
H 0.90 -3.07 3.52
H 2.91 -2.01 2.14
H 2.38 -3.65 1.77
H -2.09 -2.78 2.94
H -1.37 -1.18 2.68
H -3.18 -2.70 0.85
H -2.94 -0.96 1.05
C -0.87 3.62 2.62
C -0.98 2.10 2.44
C -2.45 1.69 2.60
C -0.17 1.43 3.55
Si -0.24 1.55 0.75
O -0.03 -0.02 0.77
C 1.44 2.41 0.62
C 2.60 1.74 1.00
C 3.85 2.35 0.93
C 3.95 3.65 0.47
C 2.81 4.34 0.07
C 1.57 3.72 0.14
C -1.20 2.22 -0.75
C -0.74 1.84 -2.01
C -1.31 2.35 -3.17
C -2.36 3.25 -3.10
C -2.84 3.63 -1.86
C -2.26 3.13 -0.70
H -1.28 3.92 3.60
H -1.41 4.16 1.85
H 0.18 3.94 2.58
H -2.86 2.06 3.55
H -2.55 0.61 2.59
H -3.07 2.09 1.79
H -0.46 1.80 4.53
H 0.90 1.62 3.41
H -0.32 0.35 3.53
H 2.52 0.71 1.35
H 4.74 1.81 1.23
H 4.92 4.14 0.43
H 2.89 5.35 -0.30
H 0.68 4.25 -0.19
H 0.07 1.14 -2.08
H -0.92 2.04 -4.14
H -2.82 3.63 -4.00
H -3.66 4.34 -1.79
H -2.65 3.46 0.25
```

LUMO level: 2.4 eV
frontier orbital gap: 6.896 eV
energy relative to the best compared isomer or geometry (same formula, charge and spin): 0.000 eV
charge: -1
DFT total energy: -2818.14558 Eh
HOMO: -0.1641 Ha
molar mass: 711.70 g mol⁻¹

Formula: C33H30BrCl2N3O3TeTi
Source: the OMol25 dataset
Level of theory: the ωB97M-V functional and the def2-TZVPD basis

The geometry in XYZ format:
```
74
C33H30BrCl2N3O3TeTi, DFT the ωB97M-V functional and the def2-TZVPD basis
Ti -0.04 -0.40 -0.36
Br -2.40 1.54 -0.15
C -3.67 0.14 -0.30
C -4.99 0.53 -0.33
C -6.01 -0.43 -0.41
C -5.69 -1.75 -0.46
C -4.33 -2.17 -0.42
C -4.03 -3.55 -0.45
C -2.73 -3.96 -0.40
C -1.69 -3.01 -0.34
C -1.89 -1.64 -0.34
C -3.26 -1.22 -0.36
H -5.23 1.58 -0.28
H -7.05 -0.11 -0.44
H -6.46 -2.51 -0.51
H -4.85 -4.26 -0.50
H -2.49 -5.02 -0.41
H -0.68 -3.40 -0.33
Cl 1.90 -4.96 -0.78
C 2.87 -3.55 -0.50
C 4.25 -3.70 -0.31
C 5.05 -2.61 -0.11
Cl 6.78 -2.85 0.11
C 4.51 -1.30 -0.08
C 5.24 -0.11 0.12
C 4.58 1.08 0.12
C 3.18 1.11 -0.07
N 2.48 0.02 -0.24
C 3.12 -1.17 -0.26
C 2.26 -2.30 -0.48
O 1.01 -2.08 -0.69
H 4.68 -4.69 -0.33
H 6.31 -0.16 0.26
H 5.10 2.02 0.26
H 2.62 2.04 -0.06
C -1.24 0.31 3.48
C 0.06 -0.17 2.85
C 1.27 0.57 3.42
O 0.01 0.03 1.48
H -1.25 0.14 4.56
H -2.08 -0.21 3.02
H -1.36 1.38 3.28
H 0.17 -1.25 3.06
H 1.17 1.64 3.22
H 2.18 0.22 2.94
H 1.36 0.40 4.50
N -0.11 0.25 -2.03
C 0.71 0.39 -3.03
N 0.37 -0.36 -4.14
C 1.30 -0.50 -5.22
C 0.55 -0.46 -6.54
O -0.45 -1.47 -6.60
C -1.37 -1.32 -5.52
C -0.68 -1.36 -4.17
H 1.85 -1.45 -5.15
H 2.02 0.32 -5.16
H 1.22 -0.65 -7.39
H 0.08 0.52 -6.66
H -2.09 -2.13 -5.62
H -1.90 -0.36 -5.63
H -0.27 -2.36 -4.00
H -1.39 -1.15 -3.36
Te 0.36 3.55 0.46
C 1.35 5.42 0.52
C 0.96 6.45 1.39
C 1.64 7.66 1.45
C 2.73 7.90 0.63
C 3.14 6.89 -0.25
C 2.46 5.68 -0.30
H 0.11 6.28 2.05
H 1.30 8.43 2.14
H 3.26 8.84 0.67
H 3.99 7.06 -0.90
H 2.78 4.92 -1.00
```

LUMO level: 3.9 eV
frontier orbital gap: 4.898 eV
energy relative to the best compared isomer or geometry (same formula, charge and spin): 0.000 eV
charge: -2
DFT total energy: -6277.47408 Eh
HOMO: -0.0352 Ha
molar mass: 842.90 g mol⁻¹

Formula: C33H30CoN3O3P
Source: the OMol25 dataset
Level of theory: the ωB97M-V functional and the def2-TZVPD basis

The geometry in XYZ format:
```
71
C33H30CoN3O3P, DFT the ωB97M-V functional and the def2-TZVPD basis
Co 0.54 -0.52 0.17
C 1.23 3.64 4.24
O 1.15 2.46 3.35
C 2.31 2.08 2.81
C 3.52 2.76 3.00
C 4.73 2.21 2.57
C 4.76 0.99 1.91
C 3.57 0.34 1.58
C 3.63 -0.78 0.70
N 2.56 -1.29 0.12
N 2.66 -2.33 -0.68
C 1.46 -2.78 -1.03
O 0.33 -2.25 -0.65
C 1.38 -3.94 -1.90
C 0.15 -4.54 -2.15
C 0.06 -5.76 -2.79
C 1.20 -6.44 -3.17
C 2.44 -5.82 -2.99
C 2.52 -4.61 -2.35
C 2.30 0.84 2.07
O 1.14 0.25 1.88
H 0.21 3.76 4.65
H 1.44 4.53 3.62
H 1.93 3.51 5.07
H 3.54 3.73 3.51
H 5.68 2.77 2.66
H 5.72 0.51 1.64
H 4.55 -1.24 0.35
H -0.76 -4.02 -1.83
H -0.94 -6.20 -2.95
H 1.10 -7.38 -3.72
H 3.35 -6.31 -3.27
H 3.52 -4.15 -2.21
C 2.20 3.42 -1.90
C 1.38 3.53 -0.80
C 0.76 2.38 -0.30
N 0.94 1.19 -0.88
C 1.72 1.09 -1.95
C 2.37 2.18 -2.49
H 2.74 4.30 -2.29
H 1.21 4.49 -0.29
H 0.16 2.41 0.60
H 1.78 0.10 -2.38
H 3.05 2.03 -3.34
C -2.41 -1.34 1.80
P -1.93 -0.29 0.37
C -2.52 1.34 0.84
C -3.23 2.18 -0.04
C -3.70 3.40 0.37
C -3.46 3.83 1.69
C -2.69 3.05 2.55
C -2.20 1.82 2.11
C -3.11 -0.86 -0.83
C -2.69 -1.44 -2.03
C -3.61 -1.99 -2.93
C -4.99 -1.82 -2.68
C -5.42 -1.25 -1.50
C -4.49 -0.71 -0.60
H -3.35 -0.99 2.26
H -1.58 -1.38 2.56
H -2.52 -2.39 1.44
H -3.50 1.87 -1.05
H -4.24 4.04 -0.34
H -3.89 4.76 2.06
H -2.43 3.40 3.54
H -1.54 1.25 2.75
H -1.61 -1.57 -2.30
H -3.22 -2.44 -3.85
H -5.70 -2.20 -3.43
H -6.48 -1.22 -1.28
H -4.77 -0.24 0.32
```

LUMO level (alpha / beta): 0.4 / 0.3 eV
frontier orbital gap (alpha / beta): 7.075 / 7.071 eV
charge: 0
DFT total energy: -3389.63263 Eh
HOMO (alpha / beta): -0.2437 / -0.2487 Ha
molar mass: 606.53 g mol⁻¹
spin multiplicity: 4

Formula: C33H30IrN5O5S5Si
Source: the OMol25 dataset
Level of theory: the ωB97M-V functional and the def2-TZVPD basis

The geometry in XYZ format:
```
80
C33H30IrN5O5S5Si, DFT the ωB97M-V functional and the def2-TZVPD basis
Ir -0.10 0.43 -0.28
S 0.14 0.87 2.04
C 1.82 1.26 1.99
N 2.56 1.62 2.99
N 1.92 1.68 4.18
C 2.56 2.13 5.30
C 3.93 2.45 5.30
C 4.54 2.88 6.46
C 3.82 3.01 7.65
C 2.47 2.70 7.65
C 1.84 2.26 6.50
N 2.56 1.21 0.80
N 1.95 0.81 -0.22
C 2.82 0.80 -1.37
C 2.39 1.37 -2.56
C 3.24 1.34 -3.66
C 4.50 0.76 -3.57
C 4.92 0.20 -2.36
C 4.08 0.23 -1.26
H 0.91 1.55 4.18
H 4.48 2.34 4.37
H 5.59 3.12 6.44
H 4.31 3.35 8.55
H 1.89 2.79 8.56
H 0.78 2.02 6.51
H 1.41 1.83 -2.63
H 2.91 1.79 -4.59
H 5.15 0.73 -4.43
H 5.89 -0.27 -2.29
H 4.39 -0.20 -0.32
O -5.35 -1.18 -4.41
C -4.43 -0.86 -3.70
S -4.61 -0.31 -2.03
C -2.91 -0.05 -1.70
C -2.05 -0.31 -2.69
S -0.32 -0.17 -2.57
S -2.74 -0.89 -4.20
S -2.43 0.49 -0.11
O -0.12 3.25 -2.59
C -0.32 3.40 -1.38
O -0.20 2.55 -0.44
C -0.72 4.78 -0.88
C -1.02 4.99 0.46
C -1.40 6.25 0.94
C -1.44 7.26 0.02
O -1.81 8.59 0.20
C -1.35 9.22 -0.98
O -1.33 8.25 -2.01
C -1.14 7.06 -1.32
C -0.78 5.83 -1.80
H -0.96 4.14 1.12
H -1.64 6.41 1.98
H -0.33 9.59 -0.81
H -2.03 10.03 -1.25
H -0.56 5.64 -2.84
C 2.78 -2.21 1.17
Si 1.39 -2.60 -0.05
C 2.13 -2.66 -1.79
C 0.96 -4.40 0.34
N 0.02 -1.62 0.15
C -1.20 -2.28 0.43
C -1.67 -2.37 1.74
C -2.85 -3.03 2.04
C -3.60 -3.62 1.02
C -3.14 -3.54 -0.28
C -1.95 -2.88 -0.58
H 3.68 -2.80 0.95
H 2.44 -2.48 2.18
H 3.06 -1.16 1.21
H 3.05 -3.25 -1.78
H 2.36 -1.68 -2.20
H 1.41 -3.12 -2.46
H 1.86 -5.01 0.30
H 0.23 -4.80 -0.37
H 0.52 -4.50 1.34
H -1.09 -1.89 2.53
H -3.20 -3.08 3.06
H -4.53 -4.13 1.25
H -3.72 -3.98 -1.09
H -1.60 -2.80 -1.60
```

LUMO level (alpha / beta): 4.0 / 4.0 eV
frontier orbital gap (alpha / beta): 5.252 / 5.253 eV
energy relative to the best compared isomer or geometry (same formula, charge and spin): 0.000 eV
charge: -2
DFT total energy: -4310.48487 Eh
HOMO (alpha / beta): -0.0460 / -0.0460 Ha
molar mass: 957.27 g mol⁻¹

Formula: C33H30O6
Source: the OMol25 dataset
Level of theory: the ωB97M-V functional and the def2-TZVPD basis

The geometry in XYZ format:
```
69
C33H30O6, DFT the ωB97M-V functional and the def2-TZVPD basis
C -5.65 -0.79 3.18
O -4.78 0.37 3.21
C -3.44 0.14 3.29
C -2.63 1.29 3.53
C -1.27 1.22 3.30
C -0.68 0.02 2.86
C 0.49 0.07 1.93
C 0.16 0.19 0.09
C -1.31 0.37 -0.04
C -1.76 1.69 0.14
C -3.12 1.97 0.09
C -4.08 0.97 -0.14
C -5.53 1.27 -0.05
C -3.61 -0.33 -0.38
C -2.24 -0.64 -0.31
C 0.84 -0.76 -0.84
C 0.24 -1.41 -1.94
C 0.95 -2.27 -2.79
C 2.32 -2.47 -2.52
O 3.10 -3.35 -3.26
C 3.09 -3.30 -4.68
C 4.26 -2.83 -5.32
C 4.27 -2.70 -6.70
C 3.16 -3.10 -7.45
C 2.04 -3.64 -6.82
C 2.00 -3.76 -5.43
C 2.95 -1.74 -1.51
C 2.23 -0.90 -0.71
C 1.27 -1.23 1.95
O 0.81 -2.27 1.54
O 2.58 -1.22 2.41
C 3.11 -0.09 3.15
C 2.57 -0.12 4.56
C 4.64 -0.20 3.08
O 2.69 1.12 2.47
C 1.35 1.31 2.21
O 0.92 2.44 2.03
C -1.47 -1.16 2.85
C -2.81 -1.11 3.09
H -6.67 -0.41 3.29
H -5.53 -1.30 2.20
H -5.41 -1.47 4.00
H -3.10 2.24 3.77
H -0.69 2.14 3.22
H 0.67 1.23 0.03
H -1.04 2.49 0.39
H -3.49 2.99 0.31
H -6.10 0.58 -0.67
H -5.92 1.21 0.97
H -5.71 2.29 -0.41
H -4.37 -1.12 -0.54
H -1.92 -1.71 -0.41
H -0.84 -1.30 -2.12
H 0.47 -2.82 -3.60
H 5.11 -2.55 -4.70
H 5.16 -2.30 -7.20
H 3.18 -3.02 -8.54
H 1.20 -4.00 -7.42
H 1.14 -4.20 -4.92
H 4.03 -1.91 -1.35
H 2.74 -0.35 0.09
H 1.48 -0.12 4.54
H 2.93 -1.04 5.05
H 2.96 0.76 5.08
H 5.01 -0.27 2.04
H 5.16 0.65 3.55
H 5.01 -1.09 3.60
H -0.99 -2.06 2.42
H -3.35 -2.07 3.05
```

LUMO level: 0.3 eV
frontier orbital gap: 8.247 eV
SMILES: COc1ccc(C2([C@H](c3ccc(C)cc3)c3ccc(Oc4ccccc4)cc3)C(=O)OC(C)(C)OC2=O)cc1
charge: 0
DFT total energy: -1726.89753 Eh
HOMO: -0.2907 Ha
molar mass: 522.60 g mol⁻¹

Formula: C33H31CoN6O
Source: the OMol25 dataset
Level of theory: the ωB97M-V functional and the def2-TZVPD basis

The geometry in XYZ format:
```
72
C33H31CoN6O, DFT the ωB97M-V functional and the def2-TZVPD basis
Co 0.28 -0.25 0.16
C -0.62 -5.92 -3.93
C -0.81 -4.79 -2.96
C -2.07 -4.27 -2.67
C -2.21 -3.18 -1.84
C -1.11 -2.49 -1.27
N -1.22 -1.30 -0.62
C -2.40 -0.55 -0.72
C -3.03 -0.34 -1.95
C -4.22 0.34 -2.08
C -4.85 0.87 -0.96
C -6.19 1.55 -1.06
C -4.18 0.78 0.25
C -2.95 0.14 0.39
N -2.28 0.25 1.63
C -2.66 1.02 2.69
C -1.71 0.86 3.67
C -0.77 -0.02 3.12
N -1.12 -0.38 1.90
C 0.13 -3.20 -1.36
C 0.26 -4.26 -2.25
N 1.22 -2.91 -0.50
C 2.40 -3.55 -0.44
C 3.04 -3.16 0.72
C 2.16 -2.27 1.32
N 1.06 -2.13 0.58
H -1.56 -6.20 -4.39
H -0.21 -6.80 -3.43
H 0.08 -5.65 -4.72
H -2.95 -4.74 -3.10
H -3.20 -2.82 -1.62
H -2.55 -0.74 -2.84
H -4.68 0.45 -3.06
H -6.69 1.29 -1.99
H -6.09 2.64 -1.02
H -6.84 1.25 -0.23
H -4.64 1.24 1.11
H -3.52 1.65 2.67
H -1.70 1.32 4.64
H 0.13 -0.41 3.57
H 1.22 -4.74 -2.37
H 2.75 -4.23 -1.20
H 4.00 -3.49 1.07
H 2.25 -1.72 2.25
C -1.76 3.57 -0.87
C -0.54 2.78 -0.50
C 0.79 3.45 -0.39
O -0.68 1.59 -0.27
H -1.54 4.62 -1.07
H -2.49 3.50 -0.07
H -2.22 3.12 -1.75
H 0.82 4.39 -0.93
H 1.57 2.77 -0.73
H 0.99 3.64 0.67
C 1.26 -0.12 -1.64
H 2.30 -0.41 -1.51
H 1.22 0.90 -2.04
H 0.76 -0.80 -2.32
N 7.93 4.74 4.02
C 7.03 4.15 3.60
C 5.92 3.42 3.09
C 4.64 3.98 3.11
C 3.57 3.26 2.63
C 3.74 1.98 2.10
C 5.03 1.43 2.08
C 6.11 2.14 2.56
C 2.63 1.26 1.56
C 1.68 0.65 1.11
H 4.50 4.98 3.51
H 2.57 3.68 2.66
H 5.17 0.44 1.67
H 7.10 1.72 2.53
```

LUMO level (alpha / beta): 0.2 / 0.2 eV
frontier orbital gap (alpha / beta): 6.786 / 6.804 eV
energy relative to the best compared isomer or geometry (same formula, charge and spin): 1.482 eV
charge: 0
DFT total energy: -3062.52529 Eh
HOMO (alpha / beta): -0.2414 / -0.2414 Ha
molar mass: 586.59 g mol⁻¹